1.
A 13-piece molecular cluster, C31H95N7O13 overall at a distorted geometry. Source: OMol25; level of theory: ωB97M-V with the def2-TZVPD basis set.

Each line ends with the Mulliken charge.
Atoms and positions in Å:
C -4.8515 4.3064 2.4295  -0.704
O -4.2094 3.2191 1.8220  -0.400
H -4.7770 5.1489 1.8517  0.308
H -5.9100 4.0234 2.5172  0.245
H -4.5738 4.5362 3.4388  0.248
H -3.2559 3.3670 1.7400  0.260
C 0.5527 2.3148 -3.5727  -0.270
O 0.2662 1.7571 -4.7943  -0.626
H 0.9405 3.3486 -3.6942  0.334
H -0.3328 2.5717 -2.9081  0.205
H 1.2276 1.7238 -2.9546  0.098
H -0.0686 0.8019 -4.7039  0.376
C 4.4858 -1.1508 -5.8761  -0.387
O 4.8762 -2.5476 -6.0941  -0.524
H 3.4781 -0.8665 -6.3289  0.151
H 4.5196 -0.9431 -4.8407  0.186
H 5.2868 -0.6166 -6.4121  0.276
H 4.1732 -3.1633 -6.1134  0.273
C 0.8190 -5.0474 -3.1195  -1.278
C 2.0220 -4.2284 -3.4110  1.258
C 3.1789 -4.4054 -2.4456  -0.973
O 2.6444 -4.1031 -1.1749  -0.112
C 3.4258 -4.0234 -0.0208  -0.908
N 2.5712 -4.7219 -4.6938  -0.693
H 1.1670 -6.0664 -3.0641  0.505
H 0.1250 -4.9506 -3.9753  0.496
H 0.3532 -4.6359 -2.1989  -0.022
H 1.7066 -3.1593 -3.4950  -0.414
H 4.0878 -3.8597 -2.7834  0.332
H 3.4028 -5.5051 -2.5344  0.277
H 4.0208 -4.9074 0.1774  0.321
H 2.8057 -3.7818 0.8191  0.210
H 4.1155 -3.1670 -0.0706  0.332
H 1.8188 -4.5904 -5.3593  0.347
H 2.5466 -5.7125 -4.6919  0.289
C 2.1162 1.5138 3.1270  -1.244
C 2.4789 0.1830 3.8443  1.824
C 2.3936 -0.9542 2.8485  0.046
O 2.7545 -2.2159 3.3898  -0.510
C 1.7100 -2.6411 4.3137  -0.543
N 3.8307 0.3187 4.4766  -0.693
H 2.7990 1.8392 2.3470  0.575
H 1.9555 2.3470 3.8291  0.403
H 1.0878 1.3379 2.7217  -0.217
H 1.6299 0.0018 4.5704  -0.977
H 2.9955 -0.7491 1.9060  0.095
H 1.3144 -0.9992 2.6009  -0.239
H 1.8652 -2.1387 5.2700  0.313
H 1.7779 -3.6656 4.5331  0.540
H 0.7511 -2.5821 3.7920  -0.054
H 4.3539 0.9715 3.9317  0.297
H 4.3750 -0.5277 4.4266  0.310
C -2.8607 -2.0841 -3.4717  -0.881
C -3.6444 -1.0312 -4.1595  0.309
C -3.4210 0.3503 -3.5385  -0.314
O -3.7614 0.3175 -2.1681  -0.409
C -3.5745 1.5752 -1.4504  -0.418
N -3.4499 -1.0111 -5.6163  -0.797
H -2.9716 -3.1099 -3.7775  0.511
H -3.2465 -1.9899 -2.4101  0.078
H -1.7464 -1.9060 -3.4624  0.054
H -4.7322 -1.2257 -3.9667  0.347
H -4.0328 1.0830 -4.1301  0.364
H -2.3790 0.6661 -3.5896  -0.158
H -4.0641 1.5491 -0.4629  0.185
H -4.0457 2.3395 -2.0451  0.445
H -2.4522 1.6944 -1.3675  -0.015
H -4.1729 -1.6086 -6.0001  0.320
H -2.5945 -1.5251 -5.7227  0.319
C -0.1306 -4.3265 0.7469  0.887
C -1.4242 -4.7519 0.0442  -0.417
C -2.4421 -5.2659 1.1469  -1.144
O -2.6527 -4.2784 2.0272  -0.095
C -3.7290 -4.5987 2.8372  -0.959
N -1.9015 -3.5766 -0.7168  -0.343
H -0.3813 -3.4829 1.3676  -0.274
H 0.5982 -4.0069 -0.0192  -0.897
H 0.4242 -5.0670 1.3406  0.575
H -1.0844 -5.6137 -0.5757  0.561
H -1.8983 -6.1297 1.5722  0.464
H -3.3596 -5.6041 0.6462  0.441
H -4.7108 -4.5725 2.3279  0.352
H -3.7741 -3.8701 3.6089  0.222
H -3.7140 -5.5480 3.3810  0.360
H -2.3884 -3.0037 -0.0485  0.162
H -2.6574 -3.8337 -1.3568  0.296
C 2.3510 6.2748 -2.1880  -1.548
C 1.3566 5.7946 -1.1091  0.196
C -0.0483 6.1220 -1.6214  -0.752
O -0.4417 7.4174 -1.2023  -0.352
C -1.6130 7.9470 -1.7981  -0.719
N 1.3934 4.3606 -0.7412  -0.416
H 2.2971 5.6423 -3.1036  0.331
H 3.3496 6.2150 -1.8341  0.406
H 2.2097 7.3644 -2.4694  0.325
H 1.6037 6.2555 -0.1832  0.518
H -0.6993 5.4355 -1.1706  0.469
H -0.0312 6.0271 -2.7361  0.344
H -2.5076 7.6089 -1.2747  0.257
H -1.7885 7.7450 -2.8510  0.317
H -1.5855 9.0530 -1.6651  0.243
H 1.5726 3.8504 -1.6149  -0.018
H 2.2350 4.2781 -0.1597  0.274
C -1.1502 -0.7524 5.1366  -0.684
C -0.6751 0.3033 6.1426  0.373
C -1.0097 1.7062 5.6602  -0.231
O -0.6617 2.6371 6.7120  -0.361
C -0.6171 3.9447 6.2495  -0.714
N -1.2608 0.0021 7.4562  -0.725
H -2.2434 -0.7225 5.1512  0.638
H -0.7164 -1.7197 5.4210  0.058
H -0.8488 -0.5571 4.1129  -0.394
H 0.4015 0.3041 6.3046  0.314
H -2.0639 1.7378 5.4481  0.447
H -0.5058 1.9586 4.7017  -0.055
H -1.6465 4.3665 6.0995  0.258
H -0.0317 4.0347 5.3666  0.255
H -0.1745 4.5835 7.0059  0.297
H -2.2364 0.3645 7.4156  0.336
H -0.8862 0.5968 8.1668  0.331
C 2.1926 -0.4225 -0.7643  -2.507
C 0.8222 -1.0701 -0.7036  2.838
C -0.2430 0.0293 -0.6528  0.031
O -0.5046 0.4527 0.6831  0.977
C -1.3895 -0.3986 1.2970  -0.782
N 0.6091 -1.9588 -1.8870  1.542
H 2.9208 -1.1029 -0.5343  0.241
H 2.0930 0.3858 -0.0814  0.563
H 2.4304 -0.0450 -1.7512  0.299
H 0.7415 -1.6748 0.1937  -0.977
H -1.1641 -0.2958 -1.1740  -0.177
H 0.0741 0.9213 -1.2200  -1.075
H -1.8597 0.0996 2.1688  0.170
H -0.8008 -1.2633 1.5945  -0.054
H -2.1117 -0.6978 0.5850  0.197
H 1.3635 -2.6202 -1.7628  -0.532
H -0.2923 -2.5070 -1.6650  -0.629
O 3.4510 5.5294 1.4893  -0.573
H 4.3903 5.6143 1.6019  0.298
H 3.3031 4.8483 2.1516  0.291
O -0.8797 3.3412 1.0316  -0.553
H -0.2400 3.7036 0.3905  0.146
H -0.8918 2.4102 0.8465  0.394
O 0.4470 -1.0558 -4.5110  -0.814
H 0.5575 -1.3503 -3.6131  0.359
H 1.2015 -0.6103 -4.9244  0.239

frontier orbital gap = 9.574 eV
LUMO energy = 0.260 eV
E_HOMO = -9.31 eV



2.
C31H98NO24V2 as an isolated structure at a distorted geometry. Source: OMol25; level of theory: ωB97M-V with the def2-TZVPD basis set.

Each line ends with the Mulliken charge.
Atoms and positions in Å:
O 2.0855 -19.5851 -7.5034  -0.253
V 0.6076 -19.0209 -7.2055  -0.845
O 0.4029 -18.8135 -5.6473  0.018
O -1.3144 -19.5652 -12.9622  -0.502
V -0.4774 -19.3457 -11.6402  0.665
O 1.0339 -19.7587 -11.8832  -0.534
N -4.1963 -18.7056 -7.4783  -0.106
H -4.1583 -19.1684 -6.5814  0.366
H -4.7412 -17.8553 -7.4636  0.420
H -4.6953 -19.3537 -8.0709  0.380
H -3.2668 -18.4316 -7.7627  -0.201
C -1.1665 -18.4900 -9.2229  1.784
O -1.9433 -18.3889 -10.2209  -1.032
O -0.0720 -18.9575 -9.4142  0.754
O -1.3804 -18.1481 -8.0071  -0.850
O 3.7857 -15.6289 -8.6093  -0.499
H 4.3095 -15.4180 -7.8364  -0.130
H 4.4299 -15.8167 -9.2919  0.595
O -1.1576 -21.4394 -10.9122  -0.555
H -0.9056 -22.3627 -10.9252  0.310
H -1.6071 -21.3250 -10.0749  0.373
O 1.4473 -16.8725 -7.3865  1.253
H 0.9014 -16.0957 -7.5083  -0.143
H 2.3228 -16.5954 -7.6566  -0.169
O -0.5430 -20.9728 -6.9002  0.331
H -1.1679 -21.1105 -7.6122  -0.023
H -0.5791 -21.7815 -6.3895  0.088
O -1.2389 -15.4981 -7.3703  -0.619
H -1.8713 -15.0181 -7.9050  0.275
H -1.2106 -16.3724 -7.7588  0.165
O -2.5772 -21.9698 -8.6358  -0.613
H -2.6307 -22.7224 -8.0468  0.281
H -3.4414 -21.5617 -8.5829  0.193
O -0.0616 -23.3545 -5.4480  -0.791
H 0.8030 -23.6227 -5.7592  0.354
H 0.0530 -23.2205 -4.5072  0.491
C 7.2918 -16.2301 -11.9340  -1.539
C 5.9504 -16.8520 -11.4928  1.058
C 5.9669 -18.3168 -11.5593  -1.584
O 5.8221 -16.5708 -10.0739  -0.704
H 8.1332 -16.5113 -11.3007  0.301
H 7.1939 -15.1480 -11.8469  0.390
H 7.4845 -16.5342 -12.9628  0.391
H 5.0678 -16.5188 -12.0387  0.268
H 6.6112 -18.8029 -10.8267  0.354
H 6.2095 -18.7758 -12.5177  0.528
H 4.9988 -18.7165 -11.2573  0.174
H 6.3903 -17.1003 -9.5096  0.277
C 3.4731 -17.6713 -2.8160  0.188
C 3.8837 -16.6897 -1.7533  0.583
C 3.0717 -16.7771 -0.4615  -1.354
O 5.2071 -17.1014 -1.4140  -0.598
H 4.3184 -17.7899 -3.4938  0.065
H 2.6477 -17.2521 -3.3914  -0.033
H 3.1995 -18.6240 -2.3627  -0.262
H 3.9989 -15.6628 -2.1003  0.027
H 2.9727 -17.7932 -0.0796  0.327
H 2.0040 -16.5867 -0.5706  0.314
H 3.4486 -16.0686 0.2762  0.420
H 5.4694 -16.5467 -0.6757  0.367
C -0.0738 -14.7900 -11.2688  -1.142
C 0.6719 -15.8392 -12.0548  0.403
C 1.9076 -16.2108 -11.3182  -0.794
O -0.0994 -16.9672 -12.2587  -0.456
H -1.1006 -14.7543 -11.6327  0.468
H 0.4281 -13.8256 -11.3478  0.414
H -0.0377 -15.1888 -10.2550  0.142
H 1.0525 -15.4821 -13.0118  0.232
H 2.3984 -15.2552 -11.1336  0.451
H 2.5935 -16.8592 -11.8634  0.274
H 1.6138 -16.7040 -10.3916  -0.319
H -0.9522 -16.6626 -12.5775  0.305
C 2.3765 -14.2458 -5.1632  -0.195
C 3.4992 -13.2345 -5.5899  0.049
C 3.8343 -12.4090 -4.3385  -1.314
O 4.5957 -13.9875 -6.0554  -0.488
H 1.9659 -14.8256 -5.9899  -0.147
H 1.5531 -13.7476 -4.6515  0.571
H 2.7799 -14.9399 -4.4259  -0.259
H 2.9838 -12.6059 -6.3161  0.437
H 4.3474 -13.0647 -3.6352  0.282
H 2.9747 -11.9402 -3.8594  0.390
H 4.5545 -11.6621 -4.6724  0.353
H 4.9149 -14.4589 -5.2825  0.325
C -1.5653 -21.5907 -2.4848  -1.526
C -0.0737 -21.2637 -2.5050  1.991
C 0.5335 -20.7565 -1.2048  -1.188
O 0.6324 -22.3944 -2.8515  -0.734
H -2.0481 -20.6525 -2.2112  0.357
H -1.8444 -22.3328 -1.7368  0.366
H -1.8586 -21.9157 -3.4830  0.291
H 0.0652 -20.5210 -3.2907  -0.728
H 0.3663 -21.3708 -0.3201  0.321
H -0.0767 -19.8870 -0.9609  0.332
H 1.5994 -20.5670 -1.3316  0.249
H 1.5615 -22.1798 -2.7402  0.214
C 5.5541 -17.7047 -6.2707  0.350
C 6.3712 -18.5536 -7.2453  0.228
C 5.5349 -19.4568 -8.0800  0.426
O 7.1346 -17.6411 -8.0444  -0.675
H 4.9800 -18.3820 -5.6385  -0.530
H 4.9187 -16.9476 -6.7303  -0.505
H 6.2651 -17.1501 -5.6583  0.599
H 7.2013 -19.0426 -6.7356  0.349
H 6.1792 -20.1523 -8.6179  0.028
H 4.9242 -18.9409 -8.8209  -0.036
H 4.9284 -20.0822 -7.4249  -0.387
H 7.8170 -17.2042 -7.5296  0.278
C 5.8921 -22.8691 -9.7342  -0.680
C 5.1539 -23.1754 -11.0410  0.770
C 4.9091 -21.8911 -11.9500  -1.124
O 5.7798 -24.1851 -11.7755  -0.609
H 5.9823 -23.7564 -9.1075  0.371
H 5.2853 -22.1264 -9.2162  -0.214
H 6.8808 -22.4133 -9.7874  0.466
H 4.2827 -23.7907 -10.8159  -0.228
H 5.8240 -21.4020 -12.2846  0.478
H 4.3130 -21.1960 -11.3588  0.104
H 4.2217 -22.1166 -12.7653  0.404
H 6.4370 -23.8198 -12.3723  0.358
C 2.7804 -25.6414 -8.4550  -1.628
C 2.8338 -24.2067 -7.8146  0.926
C 1.9678 -23.2282 -8.6315  -1.105
O 2.3504 -24.2097 -6.4980  -0.393
H 3.0593 -25.6099 -9.5083  0.398
H 1.8379 -26.1674 -8.3032  0.365
H 3.5772 -26.2345 -8.0061  0.480
H 3.8275 -23.7622 -7.8698  -0.176
H 1.9534 -22.2353 -8.1820  -0.126
H 0.9328 -23.5244 -8.8021  0.418
H 2.3964 -22.9353 -9.5900  0.316
H 2.7014 -25.0166 -6.1144  0.297
C -0.3137 -17.3089 -2.6516  -0.650
C -1.1617 -16.4554 -3.6873  1.078
C -2.2881 -17.2903 -4.2520  -1.100
O -1.7193 -15.4380 -2.9159  -0.625
H 0.4709 -16.6341 -2.3094  0.086
H 0.2541 -18.1052 -3.1330  -0.102
H -0.8514 -17.7866 -1.8326  0.394
H -0.5109 -15.9943 -4.4302  -0.252
H -1.9103 -18.2076 -4.7036  -0.071
H -2.7435 -16.7818 -5.1018  0.458
H -3.0550 -17.6291 -3.5555  0.404
H -2.5613 -15.2313 -3.3282  0.390
C 3.9977 -21.1553 -5.0615  -0.493
C 3.7180 -22.2871 -4.0033  1.110
C 4.8898 -23.2955 -3.9320  -1.598
O 3.5178 -21.7392 -2.7254  -0.647
H 3.1929 -20.4205 -5.0406  0.167
H 4.2122 -21.5329 -6.0613  -0.364
H 4.8622 -20.5649 -4.7579  0.504
H 2.8581 -22.8244 -4.4031  -0.233
H 5.8333 -22.8365 -3.6366  0.355
H 4.9172 -23.7457 -4.9243  0.258
H 4.6533 -24.1381 -3.2822  0.444
H 4.1725 -21.1023 -2.4297  0.376

frontier orbital gap = 7.668 eV
net charge = +1
LUMO energy = -3.832 eV
E_HOMO = -11.50 eV



3.
C31H9F18GeN2PtS as an isolated structure at a distorted geometry. Source: OMol25; level of theory: ωB97M-V with the def2-TZVPD basis set.

Each line ends with the Mulliken charge.
Atoms and positions in Å:
Pt 0.1752 0.8134 0.3090  1.209
C 4.4596 0.0168 -2.9400  -0.429
C 3.0707 0.0737 -2.9797  -1.037
C 2.3494 0.1771 -1.8136  -0.352
C 3.0053 0.2708 -0.5709  0.401
C 4.4084 0.1792 -0.5379  -0.245
C 5.1152 0.0513 -1.7150  -0.524
N 2.2339 0.4306 0.5337  0.251
N 2.6515 0.2893 1.7530  -0.769
C 1.6737 0.1337 2.6635  0.194
C 1.9603 -0.0915 4.0196  -0.580
C 0.9275 -0.2473 4.9177  -0.468
C -0.3934 -0.1460 4.5016  -0.794
C -0.6900 0.0795 3.1614  0.007
C 0.3103 0.1867 2.2217  -0.057
H 5.0252 -0.0755 -3.8556  0.393
H 2.5495 0.0304 -3.9254  0.397
H 1.2605 0.1731 -1.8392  0.630
H 4.9037 0.2211 0.4215  0.433
H 6.1946 -0.0181 -1.6809  0.357
H 2.9941 -0.1390 4.3289  0.450
H 1.1445 -0.4543 5.9552  0.362
H -1.2056 -0.2446 5.2067  0.408
H -1.7284 0.1592 2.8712  0.389
F 0.8654 6.5361 -2.2730  -0.314
C 2.0088 6.0452 -1.7633  -0.064
C 1.9379 5.1342 -0.7319  -0.298
C 3.1263 4.5623 -0.3104  0.597
F 3.0508 3.5954 0.6162  -0.357
C 4.3590 4.9365 -0.8193  0.070
F 5.4919 4.3696 -0.3894  -0.324
C 4.4040 5.9010 -1.8217  0.550
F 5.5804 6.2929 -2.3287  -0.318
C 3.2217 6.4461 -2.3101  0.094
F 3.2641 7.3288 -3.3177  -0.312
Ge 0.2557 4.2576 -0.0785  0.871
S 0.2180 2.5712 -1.3895  -0.601
C -1.3093 5.4753 -0.4726  0.235
C -1.2324 6.8194 -0.1599  0.394
F -0.1532 7.2468 0.5219  -0.374
C -2.2148 7.7279 -0.5264  0.124
F -2.1042 9.0271 -0.2146  -0.314
C -3.3217 7.2781 -1.2404  0.577
F -4.2644 8.1415 -1.6394  -0.312
C -3.4437 5.9256 -1.5341  0.053
F -4.5124 5.4904 -2.2116  -0.311
C -2.4433 5.0440 -1.1412  -0.348
F -2.5929 3.7530 -1.4240  -0.236
C 0.3296 4.5704 1.9279  0.457
C 1.2390 5.3574 2.6119  0.436
F 2.3258 5.8362 1.9976  -0.277
C 1.0448 5.7086 3.9423  0.126
F 1.9325 6.4914 4.5683  -0.323
C -0.0860 5.2705 4.6200  0.674
F -0.2929 5.6339 5.8915  -0.317
C -1.0128 4.4724 3.9532  -0.045
F -2.1231 4.0797 4.5864  -0.325
C -0.7844 4.1423 2.6266  -0.119
F -1.6859 3.4174 1.9455  -0.470
F -1.6939 -1.3158 0.3559  -0.220
C -1.6583 0.0187 0.0495  0.211
F -2.0007 0.0545 -1.2661  -0.292
F -2.7225 0.5461 0.7005  -0.223

frontier orbital gap (alpha / beta) = 6.182 / 6.180 eV
net charge = -1
LUMO energy (alpha / beta) = 1.206 / 1.205 eV
E_HOMO (alpha / beta) = -4.98 / -4.97 eV



4.
C32H20F5N4O2S2V as an isolated structure. Source: OMol25; level of theory: ωB97M-V with the def2-TZVPD basis set.

Each line ends with the Mulliken charge.
Atoms and positions in Å:
V -0.2232 0.4936 0.1474  0.747
F 6.8649 0.6343 -0.6028  -0.387
C 5.5946 1.0603 -0.5382  0.711
C 4.5517 0.1515 -0.4314  -0.136
F 4.8187 -1.1595 -0.4032  -0.338
C 3.2481 0.6039 -0.3531  -0.260
F 2.2867 -0.3335 -0.2603  -0.281
C 2.9043 1.9547 -0.3545  0.706
S 1.2673 2.5249 -0.1632  -0.427
C 3.9821 2.8385 -0.4813  0.128
F 3.7710 4.1600 -0.5064  -0.421
C 5.2966 2.4168 -0.5694  0.275
F 6.2874 3.3087 -0.6782  -0.383
C 6.5780 2.0498 3.0661  -0.991
O 5.3730 2.7738 2.9991  -0.400
C 4.4487 2.5506 3.9766  0.777
C 3.2803 3.3196 3.8856  -0.526
C 2.2706 3.1501 4.7996  -0.194
C 2.4080 2.2089 5.8278  0.088
C 3.5847 1.5005 5.9486  -0.551
C 4.6053 1.6438 5.0153  -0.371
N 1.4167 2.0418 6.8712  -0.558
N 0.2062 1.9712 6.6060  -0.584
C -0.2366 1.7219 5.2734  -0.122
C -1.3062 2.4710 4.8408  -0.354
C -1.7404 2.4725 3.5085  -1.065
C -1.0934 1.6791 2.5579  0.850
O -1.4382 1.6091 1.3238  -0.587
C -0.0196 0.8227 3.0429  0.269
N 0.5523 0.0184 2.1131  0.429
C 1.3948 -0.9020 2.4873  -0.181
C 1.7474 -1.0902 3.8387  -1.271
C 1.2386 -0.2493 4.7810  -0.428
C 0.3500 0.7826 4.3941  0.346
H 7.1930 2.4103 2.2449  0.224
H 6.4027 0.9755 2.9424  0.356
H 7.0962 2.2246 4.0159  0.436
H 3.1821 4.0261 3.0726  0.429
H 1.3713 3.7402 4.7051  0.412
H 3.6953 0.8031 6.7683  0.372
H 5.4984 1.0445 5.1103  0.429
H -1.7750 3.1235 5.5681  0.374
H -2.5689 3.0909 3.1929  0.432
H 1.8000 -1.5222 1.6945  0.531
H 2.4194 -1.8925 4.1075  0.400
H 1.4877 -0.3792 5.8260  0.633
C -2.0308 2.9216 -1.5530  -1.357
C -1.4563 1.8651 -2.4427  0.925
C -1.3562 2.0743 -3.8404  -0.771
C -0.7084 1.1508 -4.6026  -0.830
C -0.2136 -0.0379 -4.0105  0.991
C 0.4770 -1.0228 -4.7508  -0.791
C 0.8876 -2.1605 -4.1154  -0.690
C 0.5828 -2.3836 -2.7652  -0.540
C -0.1060 -1.4662 -1.9970  -0.182
S -0.6539 -1.8373 -0.3655  -0.554
C -0.4412 -0.2209 -2.6359  0.374
N -0.9992 0.7751 -1.8788  0.074
H -2.7148 3.5639 -2.1078  0.485
H -1.2222 3.5387 -1.1540  0.203
H -2.5371 2.4748 -0.6973  0.207
H -1.7568 2.9846 -4.2631  0.392
H -0.5712 1.3029 -5.6660  0.391
H 0.6720 -0.8577 -5.8021  0.359
H 1.4341 -2.9189 -4.6599  0.374
H 0.8707 -3.3197 -2.3057  0.402

frontier orbital gap (alpha / beta) = 6.128 / 7.160 eV
net charge = -1
multiplicity = 4
LUMO energy (alpha / beta) = 2.503 / 2.452 eV
E_HOMO (alpha / beta) = -3.63 / -4.71 eV



| no. | energy (Eh) |
| --- | --- |
| 1 | -2599.25582 |
| 2 | -4988.30159 |
| 3 | -5688.27434 |
| 4 | -3840.78090 |